Model w:
Density functional theory data (ωB97M-V with the def2-TZVPD basis set) for 2 unconnected molecules or ions with the total composition C3H13N2O.

Output
2S+1 ... 1
Net charge ... +1

Each atom is followed by the atoms it is bonded to, with distances in Å.
Atoms and positions in Å:
1 N 0.747 -0.044 1.036  C2 1.527, H6 1.020, H7 1.016, H8 1.031
2 C 0.180 0.920 -0.005  N1 1.527, C3 1.530, H9 1.087, H10 1.088
3 C -1.000 0.295 -0.751  C2 1.530, N4 1.460, H11 1.086, H12 1.082
4 N -0.478 -0.860 -1.476  C3 1.460, C5 1.466, H13 1.007
5 C 0.173 -0.775 -2.787  N4 1.466, H14 1.090, H15 1.088, H16 1.089
6 H 0.263 -0.015 1.934  N1 1.020
7 H 1.749 0.112 1.079  N1 1.016
8 H 0.593 -0.967 0.601  N1 1.031
9 H 1.041 1.044 -0.657  C2 1.087
10 H -0.043 1.863 0.491  C2 1.088
11 H -1.286 1.005 -1.522  C3 1.086
12 H -1.778 -0.079 -0.098  C3 1.082
13 H -0.813 -1.779 -1.236  N4 1.007
14 H 1.249 -0.626 -2.693  C5 1.090
15 H 0.058 -1.751 -3.253  C5 1.088
16 H -0.278 0.026 -3.371  C5 1.089
17 H -0.302 1.285 4.193  O19 0.973
18 H -0.248 -0.125 4.565  O19 0.952
19 O 0.171 0.470 3.951  H17 0.973, H18 0.952

---

Model x:
Density functional theory data (ωB97M-V with the def2-TZVPD basis set) for 2 unconnected molecules or ions with the total composition C3H13N2O.

Output
2S+1 ... 1
Net charge ... +1

Each atom is followed by the atoms it is bonded to, with distances in Å.
Atoms and positions in Å:
1 N -1.421 0.195 -0.554  C2 1.526, H6 1.026, H7 1.023, H8 1.031
2 C -0.291 -0.781 -0.241  N1 1.526, C3 1.533, C4 1.518, H9 1.091
3 C 0.408 -1.156 -1.554  C2 1.533, H10 1.096, H11 1.086, H12 1.073
4 C 0.652 -0.191 0.792  C2 1.518, N5 1.463, H13 1.081, H14 1.085
5 N 1.299 -1.314 1.472  C4 1.463, H15 1.010, H16 1.013
6 H -1.983 0.379 0.284  N1 1.026
7 H -1.099 1.087 -0.939  N1 1.023
8 H -2.089 -0.179 -1.245  N1 1.031
9 H -0.787 -1.660 0.173  C2 1.091
10 H 0.492 -0.264 -2.186  C3 1.096
11 H 1.440 -1.404 -1.324  C3 1.086
12 H -0.067 -1.974 -2.059  C3 1.073
13 H 0.087 0.360 1.532  C4 1.081
14 H 1.363 0.471 0.310  C4 1.085
15 H 1.594 -1.064 2.406  N5 1.010
16 H 2.114 -1.655 0.976  N5 1.013
17 H -1.045 2.890 1.317  O19 0.966
18 H -0.092 3.544 0.347  O19 0.970
19 O -0.575 2.715 0.492  H17 0.966, H18 0.970

---

Short version: model w is the least stable of them.

---

Model w:
Density functional theory data (ωB97M-V with the def2-TZVPD basis set) for 2 unconnected molecules or ions with the total composition C3H13N2O.

Output
2S+1 ... 1
Net charge ... +1

Each atom is followed by the atoms it is bonded to, with distances in Å.
Atoms and positions in Å:
1 C 1.133 -2.281 1.449  O2 1.438, H3 1.085, H4 1.085, H5 1.092
2 O 1.514 -0.894 1.473  C1 1.438, H6 0.965
3 H 2.019 -2.906 1.474  C1 1.085
4 H 0.531 -2.455 2.335  C1 1.085
5 H 0.548 -2.514 0.557  C1 1.092
6 H 2.043 -0.711 0.687  O2 0.965
7 N -0.609 0.830 1.113  C8 1.505, H11 1.055, H12 1.020, H13 1.021
8 C -1.185 0.751 -0.275  N7 1.505, C9 1.520, H14 1.098, H15 1.086
9 C -0.138 1.126 -1.311  C8 1.520, N10 1.449, H16 1.086, H17 1.097
10 N -0.756 1.094 -2.622  C9 1.449, H18 1.014, H19 1.011
11 H 0.248 0.229 1.248  N7 1.055
12 H -0.376 1.794 1.353  N7 1.020
13 H -1.291 0.523 1.808  N7 1.021
14 H -1.512 -0.287 -0.420  C8 1.098
15 H -2.050 1.406 -0.310  C8 1.086
16 H 0.222 2.132 -1.119  C9 1.086
17 H 0.725 0.460 -1.192  C9 1.097
18 H -0.174 1.559 -3.310  N10 1.014
19 H -0.895 0.144 -2.940  N10 1.011

---

Model x:
Density functional theory data (ωB97M-V with the def2-TZVPD basis set) for 2 unconnected molecules or ions with the total composition C3H13N2O.

Output
2S+1 ... 1
Net charge ... +1

Each atom is followed by the atoms it is bonded to, with distances in Å.
Atoms and positions in Å:
1 N 0.325 -0.007 1.313  C2 1.495, H6 1.016, H7 1.020, H8 1.018
2 C -1.064 -0.534 1.147  N1 1.495, C3 1.546, H9 1.086, H10 1.072
3 C -1.362 -0.799 -0.347  C2 1.546, N4 1.462, H11 1.087, H12 1.086
4 N -0.430 -0.056 -1.193  C3 1.462, C5 1.469, H13 1.005
5 C 0.396 -0.944 -2.022  N4 1.469, H14 1.100, H15 1.100, H16 1.100
6 H 0.951 -0.583 0.758  N1 1.016
7 H 0.418 0.947 0.965  N1 1.020
8 H 0.584 -0.023 2.297  N1 1.018
9 H -1.094 -1.468 1.699  C2 1.086
10 H -1.756 0.167 1.571  C2 1.072
11 H -1.329 -1.866 -0.549  C3 1.087
12 H -2.369 -0.445 -0.546  C3 1.086
13 H -0.952 0.538 -1.814  N4 1.005
14 H -0.164 -1.676 -2.621  C5 1.100
15 H 1.172 -1.433 -1.414  C5 1.100
16 H 1.024 -0.403 -2.746  C5 1.100
17 H 1.324 3.437 1.109  O19 0.966
18 H 2.644 2.597 1.132  O19 0.972
19 O 1.681 2.552 1.260  H17 0.966, H18 0.972

---

Short version: model w is the least stable of them.

---

Model w:
Density functional theory data (ωB97M-V with the def2-TZVPD basis set) for 2 unconnected molecules or ions with the total composition C3H13N2O.

Output
2S+1 ... 1
Net charge ... +1

Each atom is followed by the atoms it is bonded to, with distances in Å.
Atoms and positions in Å:
1 C -1.482 -0.673 -0.121  C2 1.553, N5 1.505, H6 1.091, H7 1.085
2 C -0.950 -0.218 1.265  C1 1.553, C3 1.512, H8 1.080, H9 1.086
3 C 0.249 0.703 1.306  C2 1.512, N4 1.530, H10 1.084, H11 1.089
4 N 0.230 1.739 0.181  C3 1.530, H12 1.021, H13 1.032, H14 1.018
5 N -0.464 -0.551 -1.222  C1 1.505, H15 0.983, H16 1.011
6 H -2.357 -0.101 -0.434  C1 1.091
7 H -1.798 -1.711 -0.108  C1 1.085
8 H -1.798 0.223 1.769  C2 1.080
9 H -0.692 -1.131 1.794  C2 1.086
10 H 0.381 1.317 2.189  C3 1.084
11 H 1.166 0.156 1.091  C3 1.089
12 H -0.251 2.588 0.480  N4 1.021
13 H -0.226 1.328 -0.648  N4 1.032
14 H 1.167 2.036 -0.085  N4 1.018
15 H -0.967 -0.489 -2.065  N5 0.983
16 H 0.172 -1.330 -1.125  N5 1.011
17 H 2.619 -0.667 -1.842  O19 0.960
18 H 2.869 -1.901 -1.094  O19 0.970
19 O 2.131 -1.318 -1.333  H17 0.960, H18 0.970

---

Model x:
Density functional theory data (ωB97M-V with the def2-TZVPD basis set) for 2 unconnected molecules or ions with the total composition C3H13N2O.

Output
2S+1 ... 1
Net charge ... +1

Each atom is followed by the atoms it is bonded to, with distances in Å.
Atoms and positions in Å:
1 C 1.232 1.552 1.293  N2 1.501, H3 1.081, H4 1.084, H5 1.082
2 N 0.554 1.669 -0.040  C1 1.501, H6 1.018, H7 1.199, H8 1.017
3 H 0.555 1.074 1.988  C1 1.081
4 H 2.107 0.924 1.173  C1 1.084
5 H 1.564 2.524 1.634  C1 1.082
6 H -0.055 2.484 -0.065  N2 1.018
7 H -0.032 0.658 -0.312  N2 1.199
8 H 1.250 1.829 -0.765  N2 1.017
9 C 0.260 -1.280 -1.625  N10 1.470, H13 1.082, H14 1.084, H15 1.085
10 N -0.675 -0.551 -0.757  C9 1.470, C11 1.495, H16 1.017
11 C -1.110 -1.383 0.406  N10 1.495, O12 1.385, H17 1.091, H18 1.094
12 O -2.120 -0.749 1.110  C11 1.385, H19 0.964
13 H 1.124 -1.579 -1.045  C9 1.082
14 H 0.553 -0.653 -2.460  C9 1.084
15 H -0.187 -2.182 -2.030  C9 1.085
16 H -1.524 -0.315 -1.265  N10 1.017
17 H -1.516 -2.326 0.038  C11 1.091
18 H -0.222 -1.605 1.005  C11 1.094
19 H -1.758 -0.093 1.717  O12 0.964

---

Model y:
Density functional theory data (ωB97M-V with the def2-TZVPD basis set) for 2 unconnected molecules or ions with the total composition C3H13N2O.

Output
2S+1 ... 1
Net charge ... +1

Each atom is followed by the atoms it is bonded to, with distances in Å.
Atoms and positions in Å:
1 C -0.669 0.750 1.282  N2 1.434, C3 1.503, H6 1.084, H7 1.095
2 N -1.500 -0.411 1.411  C1 1.434, H8 1.007, H9 1.019
3 C 0.734 0.470 0.823  C1 1.503, N4 1.516, H10 1.087, H11 1.096
4 N 0.695 -0.381 -0.430  C3 1.516, C5 1.511, H12 1.027, H13 1.022
5 C 2.096 -0.577 -0.962  N4 1.511, H14 1.085, H15 1.087, H16 1.076
6 H -1.116 1.472 0.608  C1 1.084
7 H -0.557 1.265 2.242  C1 1.095
8 H -2.485 -0.272 1.252  N2 1.007
9 H -1.465 -0.899 2.305  N2 1.019
10 H 1.314 1.326 0.488  C3 1.087
11 H 1.327 -0.162 1.493  C3 1.096
12 H 0.128 0.046 -1.172  N4 1.027
13 H 0.283 -1.292 -0.220  N4 1.022
14 H 2.076 -0.327 -2.017  C5 1.085
15 H 2.804 0.042 -0.417  C5 1.087
16 H 2.419 -1.603 -0.981  C5 1.076
17 H -2.281 -0.580 -1.878  O19 0.964
18 H -2.069 0.948 -2.158  O19 0.965
19 O -1.733 0.185 -1.672  H17 0.964, H18 0.965

---

Short version: model x is the least stable of them.